Record 1
The following is a DFT calculation (ωB97M-V with the def2-TZVPD basis set) of a cluster of 12 separate species, C40H80O24S4 in total in a non-equilibrium geometry.

Last column: Löwdin spin population.
Cartesian coordinates (Å):
1 O -0.65662 -1.12611 4.30160  0.6027
2 C 1.43617 3.36268 -3.08774  0.0000
3 H 2.23210 -3.17701 0.91854  0.0000
4 H -4.63844 1.22936 -2.20333  0.0000
5 H -1.48238 -5.57945 -2.86158  0.0000
6 H 5.12510 -2.47099 -3.53535  0.0000
7 O -3.17130 -4.99764 1.18458  0.0000
8 H -0.97108 5.93628 2.64592  0.0000
9 H -6.24535 1.16450 -4.71634  0.0000
10 H 3.23244 5.99224 -3.26220  0.0000
11 C -0.85752 -5.19265 -3.66658  0.0000
12 H -0.60699 -3.45791 -2.39663  0.0000
13 H -1.76970 -0.12015 -0.76853  0.0000
14 C -4.23077 0.71517 -4.26448  0.0000
15 H 1.06680 5.15984 -1.87644  0.0000
16 O -1.75427 -3.13070 -4.19151  0.0000
17 H 0.70311 -6.30228 -0.86544  0.0000
18 C -1.00056 3.83942 2.26593  0.0007
19 O 3.00722 4.50732 -1.95191  0.0000
20 H 3.11559 -2.99478 -4.73481  0.0000
21 C 3.03533 3.94657 3.26550  0.0000
22 O 1.09910 -0.85699 0.50557  0.0006
23 H 0.34934 3.37557 -3.16982  0.0000
24 H -8.40269 1.25701 -0.11891  0.0000
25 H 5.16434 -1.37488 -5.70074  0.0000
26 H -3.04103 2.83765 4.49116  0.0003
27 H 5.19791 0.00621 -4.57071  0.0000
28 H -1.78226 4.67367 5.18159  0.0000
29 H 3.19044 3.75318 1.06256  0.0000
30 H -1.79267 -1.29599 6.06485  0.0127
31 H -1.45802 1.01548 5.84785  0.0013
32 H 1.08015 -5.51085 1.54854  0.0000
33 H -0.09061 4.97961 3.89699  0.0000
34 H -3.61726 -1.16343 3.00619  0.0002
35 H 0.55837 -3.60004 0.52762  0.0000
36 H -3.61964 3.69236 3.04512  0.0005
37 C -7.62414 1.34288 0.63911  0.0000
38 C 2.47562 -5.11731 -1.48230  0.0000
39 H -7.43367 -0.84555 0.58186  0.0000
40 H -4.99569 -1.57143 -2.53535  0.0000
41 C -7.11962 -0.03933 1.24479  0.0000
42 O 6.49533 4.12810 3.98561  0.0000
43 S 5.31771 4.85499 3.49530  0.0000
44 H -2.39755 -6.01846 -5.10511  0.0000
45 H -1.18306 0.93111 0.54638  0.0003
46 C 0.20348 -0.07939 3.76040  0.0811
47 O -1.78848 2.83940 2.82118  0.0064
48 H -0.48989 -1.96028 -0.18281  0.0001
49 H 4.63526 -0.92303 0.13519  0.0000
50 C -4.39227 0.33428 -2.77458  0.0000
51 S -3.62871 -3.56739 1.40048  0.0000
52 O -3.84158 1.18504 0.12388  0.0000
53 C -0.29658 -1.11682 0.48000  0.0008
54 O -2.77673 -2.99894 2.73272  -0.0004
55 C -0.68865 -3.71355 -3.45308  0.0000
56 H 5.95364 1.99103 2.01431  0.0000
57 O -5.06811 2.13251 2.09839  0.0000
58 C 2.26428 -1.02222 -4.41926  0.0000
59 C -0.94196 5.00827 3.21693  0.0000
60 C 1.79525 -5.26834 0.76245  0.0000
61 H 3.54258 -4.96095 -1.32340  0.0000
62 C -1.57674 -5.32219 -4.93316  0.0000
63 C 7.21381 0.21052 1.77032  0.0001
64 H -7.79153 2.11025 1.39490  0.0000
65 C -0.90643 0.14790 -0.15943  0.0004
66 S 1.58066 0.57006 -0.14610  -0.0001
67 C 0.41162 0.88253 4.85809  0.0082
68 H 2.05272 4.34668 3.51546  0.0000
69 H 2.27207 -5.28496 -2.53992  0.0000
70 H 1.15710 -0.36466 3.31619  0.0336
71 O -6.48060 1.78767 -0.06369  0.0000
72 H 1.40741 3.83948 -0.89330  0.0000
73 H 5.07338 0.77185 -0.06414  0.0001
74 H 3.10503 2.86595 3.38997  0.0000
75 H 2.78082 3.41383 -4.82535  0.0000
76 H 7.53609 -0.54136 2.49067  0.0001
77 H -3.05672 -3.91215 -5.48752  0.0000
78 H 5.00512 -0.69042 2.66692  0.0000
79 O 1.57985 1.71063 0.81003  0.0004
80 H -1.47376 4.11996 1.32493  0.0005
81 O -5.84412 -0.80567 -4.27125  0.0000
82 H -3.93547 1.74738 -4.45273  0.0000
83 C -2.74901 3.49159 3.66945  0.0010
84 C 1.63838 4.23175 -1.88369  0.0000
85 H 0.20945 -3.41630 -3.99452  0.0000
86 H 0.13001 -5.65196 -3.71031  0.0000
87 C -1.97905 -3.92087 -5.32428  0.0000
88 C -0.54678 0.42165 5.91931  0.0229
89 H 3.26217 5.46041 1.69066  0.0000
90 H 4.42055 4.70041 -3.41670  0.0000
91 C 4.35608 -1.70792 -3.65552  0.0000
92 C 4.90673 0.19587 2.04010  0.0002
93 H -0.01995 3.53693 1.89851  0.0001
94 S -5.08259 1.38859 0.86685  0.0000
95 O 6.54602 -0.50245 0.66388  0.0014
96 H 1.68772 2.34810 -2.77882  0.0000
97 O 3.93422 4.34835 4.22477  0.0000
98 H 0.54212 1.94331 4.64402  0.0009
99 C -0.81829 -1.06077 5.63663  0.1058
100 H 3.96239 0.72284 2.17660  0.0001
101 H 1.41179 0.75601 5.27254  0.0042
102 H -3.20763 -2.13216 4.49445  -0.0001
103 H -5.50045 0.32959 -6.01960  0.0000
104 C -3.59641 -2.14665 3.47624  0.0002
105 H 1.50187 -1.45479 -5.06712  0.0000
106 C 1.71972 -6.07852 -0.54212  0.0000
107 H -5.80496 -2.09024 3.57502  0.0000
108 C -5.50815 -0.67466 -2.88362  0.0000
109 H -6.39076 -0.41002 -2.30132  0.0000
110 C -2.12252 4.75258 4.14907  0.0001
111 H -2.91317 5.48377 3.98074  0.0000
112 O 3.25862 -0.47476 -5.26324  0.0000
113 H -5.10889 -3.61393 4.13574  0.0000
114 H -0.88616 -5.82155 -5.61275  0.0000
115 C 2.34140 4.09167 -4.09354  0.0000
116 C 2.98145 -2.27622 -3.92624  0.0000
117 O -5.04810 -3.38422 2.17071  0.0000
118 C -5.54661 0.35591 -4.93090  0.0000
119 C 3.42412 4.40405 1.90509  0.0000
120 C 6.13435 1.01712 2.46922  0.0001
121 O 0.19156 0.62036 -0.98173  0.0001
122 H 1.87473 -0.38271 -3.62718  0.0000
123 H -7.53820 -0.19538 2.23905  0.0000
124 O 4.79021 4.24150 2.06538  0.0000
125 O -3.56871 -2.63709 0.28575  0.0000
126 C 5.18231 -0.09553 0.58693  0.0002
127 H 4.34730 -1.15353 -2.71708  0.0000
128 H -0.42640 0.34865 2.98057  0.0454
129 H -3.46573 -0.13199 -2.43957  0.0000
130 O 2.75678 0.43359 -1.04532  0.0002
131 C 3.36618 4.91076 -3.23737  0.0000
132 H 2.48625 -2.71892 -3.06201  0.0000
133 O 1.90953 -3.90611 -1.14701  0.0001
134 O -5.75523 -0.05229 1.25113  0.0000
135 H 1.74184 4.82791 -4.62887  0.0000
136 H -0.00400 -1.70426 5.96972  0.0660
137 H -0.71585 -1.39344 1.44737  0.0002
138 H -3.37756 0.18568 -4.68848  0.0000
139 H 6.25603 0.98994 3.55207  0.0000
140 C 1.60194 -3.85405 0.34181  0.0000
141 H -1.62263 -3.54206 -6.28218  0.0000
142 C 4.61516 -0.84518 -4.92233  0.0000
143 C -4.97398 -2.78318 3.44309  0.0001
144 H 2.77534 -5.42702 1.21226  0.0000
145 H -0.14770 0.56641 6.92324  -0.0002
146 H 2.31528 -6.99011 -0.49310  0.0000
147 O 5.34262 6.32218 3.48159  0.0000
148 H 7.97274 0.96284 1.55553  0.0000

Its expectation value of S² is 0.75. For the HOMO energy (spin up / spin down), the calculation gives -10.702 / -10.702 eV. As for the spin multiplicity: 2. The maximum force comes out at 0.10820 Eh/bohr. For the LUMO energy (spin up / spin down), the calculation gives -0.1087 / -0.3331 hartree. Its total charge is +1. The calculation puts the total energy at -4969.82094 Eh.

Record 2
The following is a DFT calculation (ωB97M-V with the def2-TZVPD basis set) of a structure of composition C40H81Br2N10O10P in a non-equilibrium geometry.

Last column: Löwdin charge in e.
Cartesian coordinates (Å):
1 H 1.27871 6.86311 6.21609  0.0838
2 C 4.35490 0.87994 1.70890  -0.2240
3 H -9.54423 -2.92693 0.55140  0.0849
4 C -1.60121 -1.36046 -8.56583  -0.0736
5 O -7.66204 -0.52341 -0.02368  0.0173
6 C 2.70355 0.04650 -1.77421  -0.5307
7 C -2.51906 -0.03250 4.25272  -0.1983
8 H 4.35117 -9.64343 -9.65279  0.0835
9 C -9.73530 -1.06015 2.87653  -0.0686
10 C 3.62022 2.83794 3.11380  -0.2089
11 N -3.47382 -2.17992 -3.11768  0.0150
12 C -3.64166 4.83539 9.26989  -0.0774
13 H 6.66684 0.57159 3.90680  0.0608
14 H 4.57848 2.63554 3.57792  0.0998
15 H 4.91390 -8.17553 -7.72867  0.1410
16 H 4.19868 0.35820 2.64710  0.0964
17 H -9.31640 -2.15247 -1.02153  0.0803
18 H -3.81411 -0.22570 2.26438  0.0659
19 H -4.08989 -3.77270 -4.31637  0.0889
20 H 2.64859 2.11200 1.29616  0.0885
21 N 3.48829 5.37122 6.95717  0.0124
22 H -0.69429 -1.66111 -8.03891  0.0835
23 O -1.64621 -0.34439 1.33739  -0.2825
24 H 2.62995 -2.52332 -3.70239  0.0589
25 C -4.27102 0.67026 1.87786  -0.1211
26 O 3.51508 0.64890 -1.08578  0.0230
27 O 3.23313 4.91191 4.79181  0.0180
28 H 5.61121 -3.93148 -6.20424  0.0882
29 C -8.59019 -1.00234 0.61093  -0.5419
30 C 2.16325 6.91255 5.58048  0.0033
31 C -3.76075 -3.17471 -9.46729  -0.0102
32 H -5.17725 0.36009 1.37681  0.0501
33 H 1.17168 -1.62845 -3.24073  0.0672
34 N -8.73486 -0.64720 1.91037  0.0107
35 N -2.55757 5.78597 9.40864  0.0039
36 C 1.46579 0.71783 -2.32019  -0.0062
37 N 2.89029 -1.26123 -2.07235  0.0254
38 C 5.33090 -4.75891 -5.55451  -0.0298
39 H 1.02301 3.65463 4.05610  0.1060
40 C 3.33752 6.11543 8.19594  -0.0706
41 C -4.41000 -2.75851 -4.07305  -0.0624
42 C -4.65289 1.65610 2.92560  -0.7353
43 C -3.15243 7.04267 7.38960  -0.0072
44 H -10.58830 -1.56943 0.05845  0.0844
45 H 3.01075 -6.05456 -10.07164  0.0840
46 H -2.79678 7.90759 6.83924  0.0836
47 H 1.46657 0.69096 -3.41038  0.0806
48 H -2.41167 -0.43602 0.75301  0.0045
49 H 1.73595 -2.98596 -2.25112  0.0882
50 H -2.20633 1.73113 5.13143  0.1157
51 C 4.09772 -5.97399 -10.10446  -0.0082
52 C -3.72719 -1.71446 -1.86946  -0.5248
53 H -4.23528 5.05120 8.38929  0.0608
54 H 6.12021 -5.50797 -5.55651  0.0849
55 C 3.64999 2.23778 1.68864  -0.1898
56 H 6.16161 1.85327 2.27174  0.0945
57 O -4.70915 -2.72969 -7.31692  0.0278
58 C -3.79654 -2.53153 -8.10173  -0.5457
59 Br -6.39275 2.38264 2.72756  0.7759
60 N 6.10589 -3.66547 -3.49953  0.0082
61 C 2.05035 -2.14371 -2.86657  -0.0742
62 H 1.09283 2.85675 2.44927  0.0909
63 H 4.03001 4.52232 6.97591  0.1399
64 C 7.45388 -3.42596 -3.98269  -0.0742
65 H 2.85616 5.48566 8.94191  0.0807
66 H -2.84681 -1.31260 -6.84815  0.1314
67 C 5.07553 -4.26612 -4.15202  -0.5352
68 H 2.65134 2.37580 4.93817  0.1009
69 H 4.47683 -6.49519 -10.98396  0.0847
70 H 4.36658 -4.92567 -10.17874  0.0819
71 H -1.63882 1.81652 -0.48131  0.0502
72 C -2.47656 1.41317 4.13545  -0.3050
73 H 1.45903 1.75397 -1.99616  0.0819
74 N -2.57409 -1.18340 4.23306  0.1996
75 H 8.16937 -3.92607 -3.32777  0.0826
76 H 2.73811 7.00294 8.05471  0.0723
77 H -1.93091 5.69259 10.19132  0.1377
78 C -9.57786 -1.97705 0.01685  -0.0052
79 C 2.99188 5.66024 5.73041  -0.5166
80 C 1.12189 2.72384 3.52159  -0.1999
81 H 3.29340 -8.35371 -10.24547  0.0704
82 H -1.62498 -1.84910 -9.53271  0.0705
83 H 7.56746 -0.21617 1.44903  0.0907
84 H -5.80634 -1.19996 -2.01281  0.0886
85 H 5.93728 -1.01086 3.83291  0.0620
86 H -5.19666 -1.38023 -0.37044  0.0575
87 C 2.50474 2.15293 3.88326  -0.2072
88 N -1.80746 4.45273 2.91333  0.2093
89 H -0.05427 1.61953 4.98826  0.1266
90 H 2.52778 1.07399 3.79835  0.1003
91 H -1.57484 -0.28003 -8.71492  0.0844
92 P -1.08179 1.19347 1.46833  0.9419
93 Br -4.47005 3.30880 5.15963  0.7222
94 H 4.42824 -5.20968 -5.94218  0.0703
95 H 3.94711 0.27385 0.90783  0.0769
96 H -2.87589 -3.80361 -9.57016  0.0842
97 H 1.84691 7.00215 4.54581  0.0857
98 C 4.70850 -6.54568 -8.84740  -0.5360
99 C -5.14984 -1.78770 -1.37306  -0.0066
100 H -4.64334 -3.79420 -9.58514  0.0822
101 O -2.82076 -1.25315 -1.18421  0.0100
102 H 4.32460 6.40348 8.56451  0.0825
103 H -4.18058 7.22703 7.70237  0.0851
104 H 5.87304 -3.36098 -2.56843  0.1331
105 O -1.76558 2.22283 0.37976  -0.2558
106 N 4.47979 -7.85779 -8.57999  0.0103
107 C -1.52488 3.34464 3.06722  -0.2661
108 H -8.00581 -0.01321 2.18616  0.0760
109 H 7.66004 -2.35451 -3.96934  0.0837
110 C -1.30464 1.90885 3.20942  -0.4486
111 C 5.86546 1.07493 1.58344  -0.2244
112 H 4.18588 2.93916 1.06025  0.1092
113 H 2.75230 7.79163 5.84409  0.0856
114 O 3.98816 -4.39180 -3.60234  0.0092
115 H 2.89383 -9.20419 -8.74544  0.0837
116 H 7.58038 -3.79748 -4.99289  0.0723
117 H -10.44830 -1.74803 2.43597  0.0726
118 H -4.27967 4.88773 10.15341  0.0829
119 H -3.23573 3.82602 9.18819  0.0829
120 H 6.01588 -1.07768 1.54509  0.0963
121 H -9.24613 -1.54848 3.72082  0.0842
122 C 0.06783 1.70085 3.91789  -0.1894
123 O -1.31800 7.55859 8.83697  0.0227
124 H -4.41048 -2.16817 -4.98575  0.0542
125 C -3.85075 1.99891 3.90142  -0.6780
126 H 3.73252 -1.64478 -1.67656  0.1325
127 O 5.38365 -5.86900 -8.08843  0.0184
128 H 6.05734 1.41031 0.56955  0.1071
129 H 7.68932 -0.83511 3.66308  0.0585
130 H -3.76122 -2.41338 -10.24781  0.0851
131 H -5.41601 -2.79101 -3.67180  0.0770
132 N -2.76371 -1.71123 -7.76888  0.0078
133 H -2.50652 -2.10136 -3.38526  0.1325
134 C -2.26488 6.82977 8.59255  -0.5582
135 H -10.26958 -0.18268 3.24434  0.0832
136 C 6.58566 -0.23179 1.89935  -0.2494
137 H 0.43557 0.75532 3.53093  0.0964
138 H -3.68991 1.17340 1.11650  0.0668
139 H 3.52081 3.91207 3.09553  0.0813
140 H -5.49418 -2.82235 -1.34500  0.0923
141 C 6.72882 -0.39630 3.42891  -0.1057
142 H -3.12032 6.17293 6.73110  0.0704
143 C 3.70883 -8.81285 -9.35613  -0.0746
144 H 0.56863 0.22588 -1.94198  0.0739

For the HOMO energy, the calculation gives -7.638 eV. The maximum force comes out at 0.08686 Eh/bohr. For the LUMO energy, the calculation gives 0.0062 hartree. The calculation puts the total energy at -8362.13683 Eh.

The highest maximum force belongs to which entry? C40H80O24S4